[1]
79
Properties=species:S:1:pos:R:3:forces:R:3 method="wB97M-V/def2-TZVPD" e_tot_ha=-3244.3208 smiles="CCCCOc1c(N=C=S)c(B(O)O)c2c(c1S(C)(=O)=O)C(=O)c1c(c(N=C=O)c(S)c(CCCOC(C)=O)c1[C@H](C)CC)C2=O" largest_force_ev_per_a=2.26 e_homo_ev=-9.26
C -3.0750 3.0687 0.0699 -0.35 0.42 0.51
C -4.0647 2.8457 1.2270 0.29 -0.04 -0.51
C -3.8036 1.5310 1.9979 -0.48 0.86 0.20
C -2.9047 1.8705 3.1735 -0.12 0.17 -0.32
O -2.5322 0.7592 4.0231 0.20 0.04 -0.46
C -1.7989 -0.1952 3.3716 -0.17 0.21 0.18
C -2.4454 -1.4159 3.1137 0.12 -0.32 0.32
N -3.7796 -1.6277 3.5990 -0.09 0.69 -0.64
C -4.7119 -1.5449 2.8266 0.37 -0.27 -0.13
S -5.8165 -1.4984 1.7253 -0.20 -0.06 0.34
C -1.8285 -2.4412 2.4074 0.00 0.06 -0.03
B -2.5734 -3.8326 2.1005 0.19 -0.21 0.42
O -2.7843 -4.2836 0.8235 0.03 0.13 0.24
O -2.9934 -4.5565 3.2016 0.37 -0.18 -0.65
C -0.5353 -2.1848 1.9618 -0.04 -0.26 -0.12
C 0.1519 -1.0167 2.2502 0.57 0.57 0.08
C -0.4634 0.0137 2.9781 -0.45 -0.71 0.50
S 0.4298 1.5335 3.3587 1.60 1.53 -0.48
C -0.3073 2.3837 4.7753 -0.12 -0.29 -0.58
O 1.7975 1.3125 3.7370 -0.38 -0.90 0.60
O 0.3356 2.3603 2.1714 -1.02 -0.16 0.04
C 1.5582 -0.9789 1.6760 0.15 -0.07 -0.58
O 2.5635 -0.7441 2.2841 -0.09 -0.14 0.30
C 1.6024 -1.4066 0.2210 -0.26 0.24 0.33
C 0.9015 -2.5848 -0.0356 -0.19 -0.11 0.13
C 0.8803 -3.1087 -1.3110 -0.06 0.11 -0.26
N 0.1405 -4.3272 -1.5927 1.44 0.62 -0.09
C 0.8376 -5.3239 -1.3809 -1.99 0.55 0.70
O 1.2648 -6.3229 -1.0284 1.05 -1.12 -0.28
C 1.5556 -2.4112 -2.3243 -0.79 -0.36 -0.18
S 1.5335 -3.1554 -3.9541 0.48 0.03 -0.25
C 2.2293 -1.2039 -2.0847 0.33 -0.01 0.16
C 2.8635 -0.5220 -3.2926 -1.03 0.47 -0.32
C 1.7514 -0.0418 -4.2942 0.19 0.21 0.28
C 1.5360 1.4706 -4.2944 -0.32 -0.41 0.12
O 0.7862 1.8441 -5.4725 0.09 -0.17 0.28
C -0.4104 2.4228 -5.1488 -0.44 0.80 -0.28
C -1.5644 1.5615 -4.6835 0.24 -0.37 0.20
O -0.5638 3.6058 -5.2629 0.14 -0.09 -0.13
C 2.2853 -0.6912 -0.7590 0.33 -0.40 0.11
C 3.0075 0.5957 -0.3755 -0.35 0.39 -1.15
C 2.2262 1.8041 -1.0029 0.36 -0.72 0.69
C 4.5133 0.6028 -0.7412 -0.03 0.65 1.13
C 5.3740 0.2467 0.4880 -0.32 -0.16 -0.60
C 0.1690 -3.2038 1.1158 0.41 0.64 -0.16
O 0.1593 -4.3871 1.3596 -0.44 -0.21 -0.08
H -3.1156 2.2465 -0.6464 0.17 0.00 0.07
H -2.0714 3.2068 0.4812 0.09 -0.25 -0.28
H -3.3379 3.9930 -0.4511 0.09 -0.09 -0.07
H -3.9920 3.7043 1.9050 -0.05 -0.11 0.04
H -5.0847 2.8690 0.8353 0.05 -0.16 0.05
H -4.7770 1.1903 2.3499 0.19 -0.43 0.06
H -3.3407 0.8026 1.3280 -0.13 -0.12 0.10
H -3.4120 2.5857 3.8221 0.03 -0.19 0.12
H -2.0211 2.3668 2.7630 0.08 -0.12 0.12
H -1.9754 -4.6516 0.4446 -0.16 0.07 -0.25
H -2.2018 -4.7931 3.7037 -0.32 0.17 0.45
H -0.8492 1.6767 5.3971 -0.01 0.17 0.06
H 0.5334 2.8403 5.2924 0.11 -0.23 -0.08
H -0.9369 3.1664 4.3618 -0.20 -0.11 0.21
H 0.2170 -3.3706 -4.1460 0.12 0.10 0.44
H 3.4301 0.3664 -3.0310 0.13 -0.20 0.24
H 3.5379 -1.2125 -3.8001 0.00 0.02 0.07
H 0.8018 -0.5014 -4.0207 0.03 -0.10 -0.22
H 1.9824 -0.3328 -5.3198 0.04 -0.06 0.09
H 0.9470 1.7916 -3.4324 0.23 -0.09 0.16
H 2.4853 2.0116 -4.2550 -0.12 0.11 -0.34
H -1.9568 2.0180 -3.7735 0.03 -0.14 0.01
H -1.2967 0.5178 -4.5139 0.03 0.11 0.05
H -2.3767 1.5912 -5.4109 0.19 0.10 -0.13
H 2.9608 0.7728 0.6928 -0.10 -0.41 0.02
H 1.1903 1.5007 -1.1657 0.02 0.21 -0.24
H 2.7221 2.1158 -1.9180 -0.28 0.25 -0.06
H 2.2007 2.6051 -0.2630 0.12 0.18 -0.28
H 4.7637 1.6407 -0.9932 0.01 -0.15 -0.26
H 4.7663 -0.0311 -1.5877 -0.02 -0.03 0.05
H 5.0666 0.8286 1.3586 0.08 0.08 -0.09
H 6.4153 0.4668 0.2471 0.05 -0.26 0.26
H 5.2284 -0.8046 0.7475 0.27 0.03 0.03

[2]
113
Properties=species:S:1:pos:R:3:forces:R:3 method="wB97M-V/def2-TZVPD" e_tot_ha=-2000.1672 total_charge=+5 largest_force_ev_per_a=2.35 e_homo_ev=-19.44
C -2.3170 5.1885 -4.7814 -0.59 0.49 -0.93
C -1.5815 4.1863 -3.9683 -0.09 0.32 -0.50
C -0.5734 4.8739 -3.1033 0.19 0.25 0.47
O -0.3653 3.9505 -2.0590 1.28 0.08 0.97
C 0.7827 4.2531 -1.2374 -0.15 0.84 -0.21
N -2.6154 3.4510 -3.1241 -0.36 -0.13 -0.38
H -3.3522 4.0581 -2.7592 0.14 0.44 -0.15
H -3.1127 2.8159 -3.7822 0.47 -0.03 0.97
H -2.1608 3.0379 -2.2935 -0.01 -0.46 -0.53
H -1.6426 5.8385 -5.3482 0.00 -0.39 -0.14
H -2.8788 5.8958 -4.1577 -0.09 -0.32 0.00
H -2.9834 4.6552 -5.4660 -0.07 0.51 -0.15
H -1.1196 3.4031 -4.5938 -0.13 0.29 0.35
H -0.9609 5.8478 -2.7258 0.16 -0.54 -0.04
H 0.3407 5.1088 -3.6895 -0.40 -0.31 0.27
H 1.7266 4.0717 -1.7836 -0.41 -0.33 0.30
H 0.6810 3.7206 -0.2918 0.16 -0.35 -0.31
H 0.8107 5.3213 -0.9676 -0.24 -0.18 -0.18
C 0.3475 -8.3244 -1.5112 -1.47 0.13 -0.68
C -0.5034 -7.2835 -0.8169 -0.80 -1.47 0.00
C -0.7317 -5.9792 -1.5560 -0.36 -0.04 0.26
O -1.5087 -5.2313 -0.6516 -0.61 0.24 0.50
C -2.1776 -4.1266 -1.2239 0.08 0.43 -1.08
N -1.9684 -7.9510 -0.5236 1.75 1.39 -0.73
H -1.9399 -8.6509 0.2059 0.06 -0.07 0.46
H -2.5520 -7.1505 -0.2891 -0.34 -0.12 0.30
H -2.3310 -8.4062 -1.3506 -0.13 -0.13 -0.48
H 1.3286 -7.8975 -1.6276 0.50 -0.19 -0.17
H -0.1171 -8.5356 -2.5096 0.71 -0.02 0.70
H 0.3643 -9.2333 -0.9088 0.32 -0.01 -0.19
H -0.1285 -7.1119 0.1907 -0.11 0.30 -0.02
H -1.2249 -6.0626 -2.5350 -0.13 -0.45 0.19
H 0.1997 -5.4493 -1.7639 0.36 -0.26 0.16
H -2.4834 -3.4487 -0.4155 0.38 -0.09 -0.34
H -3.1050 -4.4139 -1.7590 0.47 -0.08 0.16
H -1.4823 -3.6547 -1.9773 -0.79 0.03 0.84
C 0.8224 -2.7265 2.8738 -0.17 0.47 -0.16
C -0.4700 -2.0195 3.1500 -0.25 -1.03 1.55
C -1.5498 -2.4148 2.1727 -0.90 0.71 0.63
O -2.7071 -1.7750 2.7639 0.54 0.17 -0.91
C -3.9301 -2.3691 2.3351 0.18 -0.92 0.20
N -0.9922 -2.2970 4.6202 0.55 -0.62 -0.70
H -0.3045 -2.0066 5.3181 -0.33 1.09 -0.05
H -1.9472 -1.8764 4.6655 0.79 -0.32 0.35
H -0.9989 -3.2884 4.8839 -0.71 -0.21 -0.67
H 1.0969 -2.2775 1.9207 0.55 -0.23 -0.12
H 0.6633 -3.7955 2.7386 0.18 -0.02 0.12
H 1.5856 -2.5161 3.6202 0.11 -0.12 -0.08
H -0.3897 -0.9363 3.1674 0.14 0.09 -0.28
H -1.7899 -3.4878 1.9981 0.59 0.41 0.54
H -1.2054 -1.9947 1.2075 -0.64 0.08 0.22
H -3.9783 -3.3937 2.8138 -0.28 0.89 -0.92
H -3.9389 -2.3769 1.2285 -0.33 -0.28 0.55
H -4.7415 -1.7632 2.7229 -0.11 0.00 -0.04
C 3.9313 0.5959 4.3779 -1.28 -1.15 -0.60
C 3.0149 1.4374 3.5160 0.13 1.15 -0.50
C 3.5141 2.8894 3.7917 0.18 0.20 0.51
O 3.7183 3.4737 2.5540 -0.30 0.68 -1.08
C 4.5143 4.6400 2.5101 0.51 1.04 0.88
N 3.2288 1.2196 1.9744 -0.86 -0.92 0.84
H 3.9383 0.4800 1.8432 -0.71 0.33 -0.23
H 2.3198 1.0623 1.4719 0.71 -0.59 0.51
H 3.5826 2.1320 1.6336 0.35 0.24 0.24
H 3.8951 1.0303 5.3672 0.23 -0.06 0.31
H 4.9323 0.6384 3.9722 0.40 -0.03 0.15
H 3.5845 -0.4412 4.4420 0.28 0.04 0.04
H 1.9405 1.3370 3.7116 0.35 -0.19 -0.14
H 4.4932 2.7420 4.2748 -0.30 0.59 0.17
H 2.8472 3.5272 4.4335 0.45 -0.82 -0.42
H 4.1031 5.4295 3.1428 -0.19 -0.12 0.16
H 4.4821 5.0414 1.5081 0.27 -0.25 -0.32
H 5.5393 4.4623 2.8817 -0.33 -0.14 -0.44
C -3.4078 4.1304 2.1394 -0.42 -1.49 -1.13
C -2.5060 2.9636 2.6128 -0.30 1.08 -0.04
C -2.4346 3.0625 4.1042 0.59 -0.99 1.18
O -1.8598 1.8507 4.6315 -0.46 0.11 -0.85
C -2.3301 1.4756 5.9110 -0.55 -0.98 0.04
N -3.0405 1.6429 2.1116 0.46 -0.22 -0.76
H -2.6125 1.3704 1.1697 -0.07 0.26 0.59
H -2.8321 0.8385 2.7219 0.07 0.46 0.20
H -4.0478 1.7282 2.0119 -0.23 -0.20 -0.02
H -4.4686 4.0375 2.4934 1.03 0.15 0.06
H -3.4610 4.0153 1.0397 0.02 0.66 0.33
H -2.9632 5.0791 2.4233 -0.16 0.08 -0.06
H -1.4887 3.0904 2.2214 -0.33 -0.35 -0.16
H -3.3877 3.3540 4.5813 0.22 -0.49 -0.18
H -1.7081 3.8348 4.3191 -0.06 0.61 0.09
H -2.3643 2.3290 6.5752 0.08 0.01 0.37
H -1.6510 0.6907 6.2676 0.03 0.47 0.20
H -3.3311 0.9869 5.8651 0.36 0.56 -0.05
C 2.0678 1.1362 -4.4472 0.89 0.96 -0.33
C 2.3407 -0.3458 -4.4867 -0.04 -0.98 0.00
C 3.2511 -0.8414 -5.6574 -0.45 0.22 0.54
O 2.3562 -0.8254 -6.7408 0.22 0.49 1.31
C 2.9628 -1.1066 -7.9782 0.82 -1.01 -0.20
N 3.0051 -0.7073 -3.1762 -0.16 -0.26 0.97
H 2.3399 -0.4535 -2.3908 0.83 -0.53 -0.71
H 3.2878 -1.7122 -3.1436 -0.46 0.83 0.07
H 3.8662 -0.1631 -3.0642 -0.07 0.00 0.04
H 1.3614 1.4712 -3.6872 0.01 -0.36 0.31
H 1.6347 1.4611 -5.3933 0.26 -0.12 -0.14
H 3.0297 1.7023 -4.2866 -0.86 -0.43 -0.29
H 1.3997 -0.9244 -4.4593 0.43 0.18 -0.36
H 3.7167 -1.8642 -5.4658 -0.73 0.84 -0.15
H 4.1189 -0.1318 -5.7219 -0.58 -0.34 -0.43
H 3.2936 -2.1659 -7.9442 0.21 0.59 -0.31
H 3.7915 -0.4110 -8.1530 -0.06 -0.26 -0.19
H 2.2169 -1.0277 -8.7488 -0.26 0.22 -0.21
O 0.2688 -0.0748 -1.3332 1.17 -0.11 1.65
C -0.3162 0.3411 -0.0942 -1.48 0.85 -0.38
O 0.3454 0.3054 0.9577 0.63 -0.37 -1.00
O -1.5092 0.7444 -0.2306 0.58 -0.28 0.16
H -0.4031 -0.0360 -2.0067 -0.73 0.20 -0.14

[3]
63
Properties=species:S:1:pos:R:3:forces:R:3 method="wB97M-V/def2-TZVPD" e_tot_ha=-1429.6277 smiles=Nc1nc(CN2CCN(C(c3ccccc3)c3ccccc3)CC2)nc(Nc2ccccc2)n1 largest_force_ev_per_a=0.61 e_homo_ev=-8.03
N 2.6495 3.1459 2.7881 0.07 0.07 0.17
C 2.4406 2.7435 1.5239 -0.17 -0.13 -0.32
N 2.9872 1.5843 1.1505 0.21 -0.24 0.07
C 2.7655 1.2509 -0.1151 -0.23 0.54 0.15
N 2.0628 1.9932 -0.9846 0.12 -0.03 -0.40
C 1.5073 3.0873 -0.4905 0.21 -0.16 0.18
N 1.6663 3.5137 0.7547 -0.09 0.46 0.27
C 0.5210 3.8140 -1.3623 -0.09 0.12 -0.11
N -0.7493 3.1011 -1.4377 -0.01 0.04 0.00
C -0.6324 1.8228 -2.1198 -0.34 -0.37 -0.14
C -1.9971 1.1389 -2.2034 0.33 0.12 -0.26
N -2.6113 0.9429 -0.9052 0.07 -0.26 -0.06
C -2.7293 2.2398 -0.2631 0.06 0.27 0.16
C -1.3898 2.9770 -0.1377 -0.27 -0.11 0.09
H -1.5643 3.9847 0.2482 0.02 -0.05 0.09
H -0.7512 2.4538 0.5940 -0.04 0.07 -0.02
H -3.1690 2.1086 0.7284 -0.03 0.07 -0.03
H -3.4102 2.8413 -0.8717 -0.02 0.05 0.08
C -1.9817 -0.0433 -0.0244 -0.03 0.03 0.06
C -2.9943 -0.5447 0.9862 -0.07 0.14 0.20
C -4.3554 -0.5149 0.7161 0.04 0.05 0.00
C -5.2616 -1.0159 1.6335 -0.08 -0.07 0.05
C -4.8175 -1.5581 2.8274 -0.11 -0.05 0.06
C -3.4608 -1.5943 3.1012 0.06 -0.05 0.08
C -2.5552 -1.0899 2.1855 -0.02 0.06 -0.03
H -1.4960 -1.1215 2.4016 0.13 0.01 0.01
H -3.1070 -2.0155 4.0311 0.02 -0.03 0.07
H -5.5253 -1.9504 3.5429 -0.06 -0.02 0.06
H -6.3194 -0.9842 1.4155 -0.08 0.01 -0.02
H -4.6930 -0.0826 -0.2132 -0.02 0.06 -0.08
C -1.4424 -1.2503 -0.7554 0.19 0.01 -0.08
C -0.1022 -1.5939 -0.6386 -0.09 0.09 0.02
C 0.3968 -2.7179 -1.2744 0.09 -0.11 -0.04
C -0.4422 -3.5093 -2.0384 0.10 -0.07 -0.04
C -1.7820 -3.1760 -2.1569 -0.11 -0.01 -0.05
C -2.2810 -2.0581 -1.5149 0.07 0.02 0.02
H -3.3258 -1.8003 -1.5987 -0.15 0.01 -0.02
H -2.4414 -3.7945 -2.7483 -0.06 -0.05 -0.04
H -0.0554 -4.3861 -2.5366 0.03 -0.07 -0.04
H 1.4407 -2.9755 -1.1649 0.09 -0.03 0.02
H 0.5616 -0.9834 -0.0406 0.04 0.10 0.06
H -1.1382 0.3972 0.5347 -0.09 -0.13 -0.07
H -1.8935 0.1788 -2.7108 -0.01 0.13 -0.04
H -2.6801 1.7677 -2.7825 0.02 -0.04 -0.06
H -0.2538 2.0164 -3.1267 0.07 -0.08 0.00
H 0.0761 1.1434 -1.6209 -0.15 0.07 -0.14
H 0.9170 3.8999 -2.3761 0.04 0.04 0.05
H 0.3346 4.8048 -0.9441 0.08 -0.03 -0.04
N 3.2255 0.0941 -0.6448 -0.08 0.03 -0.51
C 3.8959 -0.9770 -0.0693 0.25 -0.33 0.32
C 4.2656 -1.0105 1.2723 -0.04 0.13 0.11
C 4.9202 -2.1189 1.7771 0.04 -0.15 -0.10
C 5.2141 -3.2006 0.9643 0.07 -0.10 0.10
C 4.8484 -3.1688 -0.3716 0.00 0.00 -0.01
C 4.1946 -2.0673 -0.8875 -0.03 0.10 0.00
H 3.9117 -2.0427 -1.9311 -0.03 0.00 -0.11
H 5.0729 -4.0065 -1.0154 0.01 -0.05 -0.06
H 5.7247 -4.0622 1.3667 0.04 -0.07 0.03
H 5.2034 -2.1367 2.8193 0.01 0.01 0.08
H 4.0336 -0.1663 1.8989 0.05 -0.08 0.02
H 2.9824 -0.0043 -1.6227 -0.01 0.07 0.19
H 3.2853 2.6315 3.3691 -0.02 0.03 0.00
H 2.3039 4.0449 3.0686 0.01 -0.01 0.02